118
Properties=species:S:1:pos:R:3:mulliken_charge:R:1 method="wB97M-V/def2-TZVPD" total_charge=-2 multiplicity=1 e_homo_ev="-1.15 / -1.15" gap_ev="5.272 / 5.272"
C -2.44177 -3.08078 -0.03148 -1.727
C 3.42551 0.73414 -2.26376 0.890
C 4.03099 -0.48634 -0.45912 0.129
C -3.22414 0.60067 6.07729 -0.653
C 3.43871 1.17709 -4.80306 0.381
H -5.47949 -1.73653 -6.06782 0.371
C -2.11584 0.64212 -2.48907 0.544
H 2.44610 -0.41825 -5.75317 0.377
H -4.92187 0.76992 -6.21585 0.430
C -0.13624 -3.60941 1.61100 -0.979
H -2.69291 2.55479 2.17293 0.492
C 6.14945 -1.32049 1.73123 -0.365
H -2.25763 -3.81218 6.66498 0.460
C -1.87759 -1.76849 2.50872 -0.598
C -0.82874 1.45154 -2.85734 2.667
H 3.51226 -0.16717 -7.89635 0.387
H -1.23883 0.93246 6.77216 0.498
C 2.67961 0.93986 -3.56676 1.054
H -2.82966 -1.88259 -2.70750 0.333
C 5.94711 0.63582 3.70233 -0.716
C 3.76974 -0.76881 0.92059 0.802
C -4.01939 0.54047 4.94619 -0.966
H 5.29253 1.64126 -8.16450 0.393
H 6.23857 0.19538 -0.44053 0.481
C -0.78978 -2.30697 1.55672 1.469
C -2.73054 -3.49469 5.77338 -0.965
H 5.64627 1.55508 -2.56093 0.341
C -0.41314 -1.07391 2.28468 1.012
C -2.31706 4.53530 -1.37482 -0.497
C -4.14573 -3.59254 5.66864 -0.675
H -4.45079 0.26213 -1.17257 0.384
C -2.03850 -2.89524 4.76435 -0.132
C 7.20138 -1.09504 2.58765 -0.556
C 4.73352 1.57310 -7.27205 -0.619
H 6.27292 -2.05496 0.93612 0.407
H 4.16968 3.14382 -1.52317 0.332
C 3.78308 0.54644 -7.13904 -0.840
C 1.29621 1.05903 -3.63285 -0.394
N -2.40145 2.04336 1.33363 -0.324
H 5.80072 1.44296 4.45845 0.345
C -3.58811 -0.10937 -0.59959 -1.792
C -3.10841 0.05819 -3.51443 0.057
C -2.26216 0.33406 -1.17933 -0.141
C -1.84972 0.82248 5.91167 -1.005
C 4.96649 0.86278 -2.09727 -1.327
C 0.76698 -1.13601 3.19063 -0.599
C 2.44106 -1.06234 1.36377 -0.292
C -3.74657 0.79114 -4.52768 -0.381
H -1.43325 2.57027 -4.70884 0.531
H -0.34558 -5.63705 0.93920 0.403
H -5.07022 0.50021 5.02852 0.489
H -3.67838 0.52775 7.08240 0.299
C -2.46682 4.16854 0.04365 -1.802
H -3.13407 4.68811 0.72920 0.322
C 5.28216 0.22260 -0.95501 -0.742
C -2.05125 0.66011 3.49104 1.065
C 0.89921 1.93599 2.72326 0.902
N 0.02571 1.58502 1.99698 -0.528
C 2.82405 1.90327 -1.25042 -0.864
H -3.32920 -2.98866 -0.63430 0.415
H 0.78656 -3.71445 2.15212 0.388
C -3.76821 -0.65877 0.62226 -1.211
H -4.74509 -4.13338 6.35611 0.414
C -0.68542 -4.60912 0.91939 -1.106
H -5.78584 -3.24126 4.37598 0.430
H 8.11935 -1.69174 2.45952 0.316
C -4.82249 -1.21535 -5.38991 -0.702
C -1.62322 -1.91083 0.35090 2.029
N 3.29722 3.01494 -0.95530 -0.862
C 0.56893 1.78129 -4.69792 -1.466
H 5.81319 3.12627 -6.22407 0.371
C -4.25035 -1.88824 -4.33639 -0.609
N 1.41312 -1.21148 0.59725 -0.326
H -0.97974 -2.73886 4.88863 0.355
H 4.01053 0.95688 2.90566 0.441
C -1.93781 -4.33609 0.17913 -1.342
H 0.34240 2.97024 -1.76761 0.255
C 4.92148 0.37093 2.83556 -0.185
H -4.72206 -0.78002 1.00265 0.549
H 7.96836 0.00574 4.25157 0.374
N -1.17476 0.77679 -0.27006 -0.363
H -2.42498 -5.19965 -0.21608 0.429
H 0.91586 1.94730 -5.68107 0.540
C -1.53857 3.85688 -2.23338 -1.439
H 4.73281 2.75621 -4.05910 0.524
H 0.59193 -1.16174 4.25815 0.154
H -3.55459 1.86703 -4.62586 0.346
C -1.29814 0.89134 4.62696 -0.533
N 0.37827 0.65196 -2.71016 -0.675
H -4.38562 -2.93834 -4.27297 0.392
C 4.41111 2.18637 -4.92842 -0.104
H -1.10435 -1.50971 -0.49730 0.400
C -2.03743 2.86982 0.32150 0.170
C 2.05365 -1.17539 2.83719 -1.190
H -0.19601 1.10002 4.54168 -0.026
H -4.12010 0.61661 2.84978 0.433
C -3.34927 -1.32265 -3.51033 -0.200
N 3.15179 -0.48253 -1.50209 -1.009
O 1.78527 2.41747 3.33835 -0.731
H 2.80554 -1.22254 3.63586 0.370
C -4.73852 -3.18990 4.52007 -0.863
C -3.44449 0.60627 3.67562 -0.177
C -4.56176 0.15231 -5.44214 -0.621
C 7.12753 -0.13106 3.60073 -0.392
P -1.42829 0.54562 1.70634 0.919
N -1.09685 2.21305 -0.47237 0.487
C -2.47679 -0.95517 1.28118 1.217
C 3.13284 0.41043 -5.90668 -0.016
C 5.06813 2.34994 -6.12771 -0.966
C -0.67825 1.97759 -4.25419 -1.398
H -1.57323 4.14075 -3.28890 0.408
H -2.81371 5.44922 -1.79526 0.304
C -0.68882 2.68022 -1.85894 0.423
C 4.93443 -0.59814 1.85694 -0.088
C -4.02359 -2.59754 3.45472 0.011
C -2.60124 -2.43455 3.57388 1.024
Tl 1.23072 0.48924 -0.61794 2.995
H -4.55659 -2.23965 2.55372 0.149